# 1
ORCA calculation (wB97M-V/def2-TZVPD) on 2 unconnected molecules or ions with the total composition C5H11NO2.

The geometry in XYZ format:
```
19
Properties=species:S:1:pos:R:3:lowdin_charge:R:1
H 0.6089 -0.4109 -0.4542 0.12
H -0.0219 1.9805 1.6204 0.11
H 1.2806 -1.8699 -3.4324 0.01
H 1.7148 0.8367 2.9678 0.13
C 1.4638 0.4024 1.9866 -0.27
H 0.1008 1.0748 -0.9838 0.11
H -1.9149 0.8823 -1.7187 0.08
C 0.1070 0.4842 -0.1131 -0.15
H 1.8055 -1.3903 -2.1561 0.03
H -2.2658 -1.4886 1.4350 0.11
H 1.4385 2.1593 0.8289 0.19
H -0.9958 -0.5827 1.9273 0.14
C -1.3040 -0.0896 0.0055 -0.19
C -2.0138 0.0614 -1.1211 0.23
O 2.0216 -0.5797 1.6446 0.09
N -1.4321 -1.0777 1.1053 0.26
H -2.8659 -0.6117 -1.5020 0.15
O 1.6808 -1.1083 -3.0740 -0.03
C 0.5918 1.3280 1.0339 -0.11
```

Results
E_LUMO (alpha / beta): -4.22 / -8.19 eV
charge: +1
highest occupied orbital energy (alpha / beta): -13.73 / -13.69 eV
largest force on an atom: 6.0 eV/A
frontier orbital gap (alpha / beta): 9.510 / 5.500 eV
spin multiplicity: 2
<S²>: 0.7653

---

# 2
ORCA calculation (wB97M-V/def2-TZVPD) on a molecular structure, C27H29BIrN12O3PS3.

The geometry in XYZ format:
```
77
Properties=species:S:1:pos:R:3:lowdin_charge:R:1
N 1.2821 -1.1082 -0.3054 -0.09
H 1.5868 -4.2974 0.3131 0.10
H 5.0370 -2.4816 1.4153 0.13
N 1.6696 -4.3316 2.5191 0.07
C 0.3947 -2.3101 -2.2787 -0.22
C -4.7720 1.3273 -2.6141 -0.05
H 1.1863 -2.5512 4.3876 0.13
N 1.2140 -1.2714 2.7168 0.03
N 0.6730 -0.0776 2.4077 -0.10
H -1.9253 5.9608 2.5751 0.12
H 1.5794 -6.0641 3.6556 0.11
O -1.4492 2.8543 -3.9522 -0.29
C 1.2973 -3.4490 -0.2798 -0.03
P -1.2757 2.7491 -2.3757 0.37
C -1.1021 -2.1743 -2.3730 -0.12
H 2.6993 3.4565 1.4055 0.08
H -3.9498 4.6099 2.1952 0.12
H -0.3967 -0.5875 5.4541 0.11
C 2.1175 -5.1563 3.4420 -0.14
C -1.7383 -2.5491 -3.5561 -0.27
C 0.8528 -1.6211 3.9624 -0.02
N 3.4098 -1.1405 1.4708 0.03
H -0.5396 1.2682 3.4580 0.10
C 5.4195 -0.3218 1.0222 -0.02
C -2.9759 4.1776 2.0132 -0.06
S 1.4980 1.3560 -1.5495 0.64
H -4.3750 0.8939 -3.5301 0.08
O -2.5441 1.9155 -1.8927 -0.33
H -5.7686 1.7133 -2.8275 0.09
Ir 1.2090 0.7358 0.5628 1.13
C -1.9183 -1.7115 -1.2225 -0.53
C 0.9795 -1.1097 -1.6190 -0.43
C 1.6370 3.5842 1.5356 -0.42
H 6.4758 -0.2364 0.8509 0.11
H -4.8644 0.5371 -1.8716 0.07
N 2.5636 -3.3100 2.4515 -0.03
N 1.1653 -0.0239 -2.3266 -0.35
H -1.5969 1.2641 0.8957 0.09
H -3.7911 2.2931 1.3745 0.11
C -0.0184 0.3287 3.4707 -0.10
N 0.7878 2.6261 1.2943 -0.18
S -0.8639 4.4158 -1.5680 0.45
C -0.6114 4.3486 1.9820 -0.48
H -2.1896 2.1230 -5.6715 0.13
C 4.4590 0.6863 0.9880 -0.12
C -2.8842 2.8566 1.5446 -0.06
N 1.4527 -2.2343 0.3727 0.09
C -0.2755 1.2002 -5.3216 -0.06
S 0.9665 5.0514 2.0818 1.13
C 3.5399 -3.4910 3.3849 -0.09
H 4.5793 1.7330 0.7688 0.11
C 0.8347 -3.5353 -1.5303 0.05
C -1.6669 2.2712 1.2891 -0.06
H 3.8871 -5.1267 4.8102 0.10
N 3.2597 0.1903 1.2554 -0.05
H 0.7675 -2.3295 -3.3080 0.16
H -3.8058 -1.7371 -0.4957 0.11
O -1.3973 -1.0925 -0.2992 -0.01
N -3.2251 -2.0247 -1.2656 0.18
H 0.2836 1.9869 -5.8256 0.09
C -0.5216 3.0360 1.5272 -0.38
N -2.2666 -2.8583 -4.5393 0.13
C -1.8508 4.9396 2.2315 -0.07
H -2.2055 0.9547 -4.3478 0.10
H 0.3218 0.8110 -4.5025 0.04
C -3.8900 2.4409 -2.1149 -0.24
H 0.7617 -4.5025 -2.0029 0.13
H -3.6320 -2.5520 -2.0186 0.10
C 0.0594 -0.6231 4.4829 -0.02
H 4.3126 -2.7614 3.5435 0.12
H -4.2210 2.8324 -1.1518 0.11
C 3.3003 -4.6776 4.0304 -0.05
C -1.6047 1.7225 -4.8429 -0.24
B 2.1669 -2.0231 1.7747 -0.63
H -3.8374 3.2727 -2.8206 0.12
C 4.7069 -1.4633 1.3184 -0.04
H -0.4438 0.3923 -6.0344 0.09
```

Results
E_LUMO (alpha / beta): -6.05 / -5.11 eV
charge: +1
highest occupied orbital energy (alpha / beta): -9.12 / -9.20 eV
largest force on an atom: 2.5 eV/A
frontier orbital gap (alpha / beta): 3.072 / 4.093 eV
spin multiplicity: 2
<S²>: 1.0613

---

# 3
ORCA calculation (wB97M-V/def2-TZVPD) on 2 unconnected molecules or ions with the total composition C4H12S.

The geometry in XYZ format:
```
17
Properties=species:S:1:pos:R:3:lowdin_charge:R:1
H -0.5171 -0.8299 -3.2219 0.06
H -1.1189 -3.1027 -1.9934 0.06
H -1.5075 1.5424 2.2184 0.03
H -0.2519 0.3705 2.4594 0.03
H -2.1676 -1.7877 -1.5895 0.06
C -0.1633 -1.1594 -2.2448 -0.17
H 0.7572 -1.7023 -2.4815 0.06
H -0.5260 1.6834 3.6680 0.02
H 1.3211 0.5093 0.7138 0.03
H 1.5771 2.0004 -0.2514 0.02
C -1.1151 -2.1161 -1.5251 -0.17
H 2.6696 1.4920 1.0972 0.01
C -0.4899 1.4239 2.6099 -0.45
C 1.6698 1.5421 0.7350 -0.42
H 0.0946 -0.3189 -1.5997 0.05
S 0.6856 2.5664 1.8622 0.73
H -0.9177 -2.1134 -0.4569 0.05
```

Results
E_LUMO: 0.94 eV
SMILES string: CSC.CC
highest occupied orbital energy: -8.42 eV
largest force on an atom: 1.3 eV/A
frontier orbital gap: 9.361 eV

---

# 4
ORCA calculation (wB97M-V/def2-TZVPD) on a molecular structure, C22H24CoN10O2PS.

The geometry in XYZ format:
```
61
Properties=species:S:1:pos:R:3:lowdin_charge:R:1
H -3.0777 0.7801 5.0095 0.10
H 2.5557 0.6736 5.0873 0.10
C 2.4438 -0.3989 4.9485 0.01
C 1.7640 -0.9405 -2.1871 -0.07
N 1.1294 -0.7090 1.6039 -0.01
H -7.8806 -2.4178 -3.4716 0.11
S -2.7381 0.8533 -1.4030 0.65
H 1.6594 -0.7840 5.5955 0.10
C 2.2463 -1.4887 1.5127 -0.06
C -3.9849 -0.0877 -2.1510 -0.32
H -4.3855 -1.7651 2.8321 0.14
H 2.5247 -2.0103 0.6136 0.11
H -4.9216 -1.2044 -5.1991 0.12
N -1.5917 -0.6291 1.5883 -0.02
Co -0.2649 -0.3059 0.2794 0.68
C -6.0444 -1.5050 -3.3801 -0.30
C 0.4092 -0.8331 -4.1199 -0.05
H -4.1102 -0.6542 4.9908 0.10
H 2.5227 -1.2539 -4.1781 0.12
H -0.2003 2.3960 -1.2100 0.12
H -5.1136 -0.3138 -0.3375 0.11
C -1.5991 -0.1718 2.8326 -0.42
C -5.0631 -0.5419 -1.3942 -0.07
N 0.6849 -0.6875 -1.4520 0.07
H 0.2738 -0.8990 -5.1931 0.13
C -3.9408 -0.3218 -3.5281 -0.06
C 1.0789 -0.2394 2.8486 -0.42
H 2.7068 -1.0657 -1.6684 0.12
C -3.0982 -0.2928 4.8357 0.01
N -2.7161 -0.5811 3.4541 -0.09
C -6.0781 -1.2463 -1.9961 -0.01
C -0.5015 -0.4756 -2.1067 -0.43
O -3.1209 1.1826 -0.0566 -0.30
H -6.9238 -1.5808 -1.4100 0.12
P -0.2448 0.8660 3.4623 1.22
H -7.0791 -2.2734 -4.9759 0.11
H -0.1844 4.7011 0.3059 0.15
C 2.8774 -1.4863 2.7213 -0.01
N -0.2120 1.4741 0.7312 -0.01
N -7.0373 -2.2059 -3.9747 0.14
C -0.1753 2.5206 -0.1408 -0.05
N -0.6798 -0.5453 -3.4044 0.18
C -0.1824 3.6666 0.6003 0.02
H 0.6289 4.0586 3.6810 0.10
N -1.4362 -0.1821 -1.1493 -0.14
N -0.2213 3.2949 1.9164 -0.09
C -2.7381 -1.3476 1.3969 -0.06
C -0.2484 4.2106 3.0566 0.01
H -3.1169 0.0606 -4.1121 0.10
H -2.9891 -1.8020 0.4543 0.12
N 2.1330 -0.6940 3.5494 -0.10
H -1.1573 4.0584 3.6335 0.10
H -2.4292 -0.8021 5.5255 0.10
H 3.7776 -1.9689 3.0587 0.14
C -4.9514 -1.0286 -4.1316 -0.01
C 1.6656 -1.0355 -3.5608 -0.01
C -3.4399 -1.3273 2.5650 0.00
H 3.3804 -0.8876 5.1987 0.10
O -2.2610 1.8678 -2.2981 -0.27
H -0.2396 5.2269 2.6748 0.10
C -0.2411 1.9538 1.9765 -0.39
```

Results
E_LUMO (alpha / beta): -7.18 / -7.18 eV
charge: +2
highest occupied orbital energy (alpha / beta): -12.42 / -12.42 eV
largest force on an atom: 1.0 eV/A
frontier orbital gap (alpha / beta): 5.241 / 5.240 eV

---

# 5
ORCA calculation (wB97M-V/def2-TZVPD) on 9 unconnected molecules or ions with the total composition C60H55BrNO17.

The geometry in XYZ format:
```
134
Properties=species:S:1:pos:R:3:lowdin_charge:R:1
C -5.7148 2.4874 2.4277 -0.46
C -4.6951 3.5948 2.1504 -0.04
C -2.1852 2.6667 -4.3993 0.02
O -1.1475 1.2377 -1.3256 0.11
O 8.9953 5.4634 -1.7009 0.10
C -0.4086 -5.3768 4.8675 -0.38
H 10.2877 -2.2839 -2.7685 0.12
C 10.1670 -2.3359 -1.6939 0.02
C -1.1201 -3.0464 3.3569 -0.37
C 8.5862 7.7680 -1.9419 0.02
H -2.3377 -6.1720 4.1831 0.09
C -4.1166 -7.8664 2.2935 -0.38
H 1.0538 3.9293 0.0572 0.12
H 3.2344 -0.5086 -10.0976 0.12
H -4.2031 -1.0718 3.7238 0.08
H 6.3523 0.8746 2.3023 0.12
H 9.8702 -4.4302 -1.5657 0.12
H -5.8620 2.3007 0.2883 0.12
C -7.0728 0.0539 2.2232 -0.12
H -2.5406 -10.2447 0.3431 0.12
O 4.8218 2.4810 -1.5714 0.10
C 0.1573 0.3570 1.4726 0.02
H 1.4217 -4.2728 5.3511 0.12
H 0.3877 0.0074 -3.0205 0.13
H -7.1632 3.1648 1.0449 0.12
H -4.0949 3.3918 1.2682 0.08
H -7.4939 0.3599 3.1792 0.10
C 9.9441 -3.4797 -1.0528 0.02
H -2.4820 -9.2795 2.6440 0.13
C -1.6923 -5.3050 4.1233 0.03
H -7.4271 -0.9486 1.9834 0.13
O -1.3376 2.1533 -6.5340 0.10
C 7.8750 1.8397 1.0564 -0.38
C -6.5720 2.9469 3.6178 -0.01
H -7.2250 0.5115 0.1725 0.13
C -3.1817 -8.9446 1.8887 0.02
C 6.5986 8.6437 -0.7985 -0.39
H -5.2694 4.5053 1.9543 0.10
H 6.8749 5.2478 -0.2196 0.10
C -4.1862 -8.9762 -0.3504 -0.38
C 1.6562 1.8995 0.1262 0.00
C -1.2929 1.9424 -5.3407 -0.38
H -5.8739 -0.9193 4.3720 0.08
C -6.5323 2.2801 1.1482 -0.09
C 1.3624 0.5360 0.6344 -0.39
C 6.2962 7.2819 -0.2882 0.03
C 9.8749 -2.2302 1.1560 0.03
C 10.2629 -1.0493 -0.9590 -0.38
H 2.7735 -3.2359 -5.9004 0.12
H 3.3638 -4.3600 -8.0490 0.12
H -2.7747 2.9492 -2.3824 0.12
C -5.1221 -7.8968 0.0577 0.02
O -0.1042 -6.3625 5.5026 0.11
C -5.2650 -1.0940 3.4862 -0.02
O 10.4609 -0.0054 -1.5435 0.10
H -5.8219 -7.5611 -0.6968 0.12
H 9.1192 2.8621 -0.4341 0.12
C 7.1101 2.7462 -1.0896 0.00
O -1.0813 3.6864 1.4990 0.10
O -4.0835 -7.3950 3.4115 0.09
C 2.6647 -1.2279 -6.7656 -0.38
C -5.0902 -7.3831 1.2840 0.02
C -0.2981 0.7221 -3.4590 0.04
H 2.5452 2.0071 -0.4866 0.10
C 3.1244 -1.0516 -9.1677 0.02
H -9.7206 -0.3651 2.0850 0.11
H -7.3063 3.6923 3.3159 0.09
C -0.6406 1.3818 1.7588 0.03
H -4.8762 0.2243 0.3393 0.08
H -9.0243 1.6310 3.7644 0.01
H 9.4703 7.8603 -2.5597 0.12
H 4.4861 1.2647 0.6970 0.10
N -4.9810 1.2373 2.8255 -0.10
H 9.7508 -2.2802 2.2302 0.12
C 8.2831 6.4081 -1.4316 -0.38
H 0.3002 0.4414 -5.4675 0.09
H 10.1733 -0.1362 1.0304 0.10
H -1.5273 1.2589 2.3678 0.10
C -4.8720 -0.5542 1.1057 -0.01
O -1.4229 -2.0580 2.7196 0.09
C -7.4513 1.0321 1.1041 -0.26
C 2.8846 -2.6938 -6.8309 0.02
C -3.2129 -9.4588 0.6624 0.02
C -9.9946 1.3436 3.3774 -0.58
C 0.8601 2.9248 0.4136 0.01
H -0.0626 -0.6409 1.8384 0.09
O 3.6336 -3.0638 -10.2774 0.11
C -2.1374 2.4342 -3.0907 0.03
H -5.7625 -6.5974 1.6046 0.12
O -3.7118 1.2726 2.7456 -0.03
H -2.9489 -4.1457 2.8723 0.12
H 7.2581 3.2521 -2.0349 0.12
C -0.3590 2.7446 1.2460 -0.39
C -5.5586 -0.0598 2.3832 -0.48
C -1.1903 1.4435 -2.5204 -0.36
H -9.3044 1.1599 0.0219 0.11
H -10.5046 0.7077 4.0935 0.06
C 3.1993 -3.2927 -7.9759 0.02
H -5.4117 -1.4095 0.7024 0.09
C 5.7308 2.2896 -0.7904 -0.38
C 8.1066 2.5372 -0.2331 0.02
C 3.3452 -2.5187 -9.2353 -0.39
C 0.4923 -4.1970 4.8013 0.02
H -10.9221 0.7882 1.5740 0.09
C 2.8098 -0.4529 -8.0225 0.02
C -0.3462 0.9537 -4.7680 0.03
C -8.9605 1.4024 1.0290 -0.16
Br -10.9884 3.0262 3.3050 0.62
H -4.0673 3.7918 3.0132 0.09
H -5.5002 -2.0852 3.0937 0.08
C 7.8062 8.8044 -1.6482 0.02
O 2.1041 -0.3938 0.3747 0.08
C 0.1624 -3.1163 4.0997 0.03
O -4.2170 -9.4441 -1.4666 0.11
H -2.8654 3.3847 -4.8395 0.12
O 2.3752 -0.6822 -5.7211 0.09
H 2.6436 0.6144 -7.9490 0.12
H -9.0977 2.4790 1.1327 0.08
C 10.1016 -1.0861 0.5158 0.02
H 5.4117 7.1885 0.3289 0.12
C 7.0768 6.2456 -0.5820 0.03
H 0.8031 -2.2458 4.0352 0.12
C 6.4954 1.3820 1.3566 0.03
O 5.8874 9.5869 -0.5323 0.11
O 8.7840 1.6470 1.8372 0.09
H 8.0072 9.8052 -2.0083 0.12
C -2.0189 -4.2226 3.4222 0.03
H -3.8296 -0.7882 1.3043 0.08
H -7.0405 2.1179 4.1432 0.06
C 9.7787 -3.5173 0.4231 -0.39
C -9.9179 0.7038 1.9960 -0.30
C 5.4996 1.5921 0.5002 0.03
H -5.9122 3.4267 4.3427 0.09
O 9.5719 -4.5606 1.0038 0.11
```

Results
E_LUMO (alpha / beta): -1.83 / -1.83 eV
highest occupied orbital energy (alpha / beta): -8.15 / -9.41 eV
largest force on an atom: 1.4 eV/A
frontier orbital gap (alpha / beta): 6.317 / 7.579 eV
spin multiplicity: 2
<S²>: 0.7540

---

# 6
ORCA calculation (wB97M-V/def2-TZVPD) on a molecular structure, C10H19BF4OYb.

The geometry in XYZ format:
```
36
Properties=species:S:1:pos:R:3:lowdin_charge:R:1
C 0.2574 1.9301 0.8827 -0.04
F 1.1272 3.7020 -1.2505 0.17
H 0.9967 -0.8250 1.7061 -0.05
H -2.6261 -0.2805 0.8982 0.11
H -2.5438 1.3993 1.3432 0.13
H -1.2497 -1.7781 -0.0437 0.10
H 2.1901 -2.3692 1.2455 0.04
H -0.6363 -2.8912 1.1355 0.13
H -3.0742 -0.9329 -1.1490 0.12
C 1.5715 2.4202 -1.2642 -0.54
O 2.1499 0.5666 0.2288 -0.04
C -0.0874 -0.8502 1.5029 -0.19
C 0.7507 -2.3621 -0.4172 -0.22
C -2.4077 1.0959 -0.7962 -0.14
H 2.9050 -2.4514 -0.3367 0.08
H -1.5944 1.6634 -1.2245 0.10
C -0.3759 -2.0258 0.5427 -0.16
Yb 1.7157 0.2124 3.1159 1.79
H -3.4800 0.2039 -2.4348 0.13
F 0.7636 1.6700 -2.0407 0.17
H 2.3108 2.5105 0.6752 0.16
H 0.9048 -1.5645 -1.1281 0.10
F 2.8268 2.3708 -1.7787 0.17
F -1.5778 -0.4644 -2.3701 -0.04
C 2.0608 -2.7934 0.2467 -0.07
H 2.1332 -3.8658 0.3270 0.09
H 0.4028 -3.1991 -1.0084 0.13
C -2.7317 -0.0704 -1.7070 -0.18
B -0.6170 0.5799 0.9914 -0.28
H -0.6176 -1.0794 2.4414 0.13
H -0.3941 2.6566 0.4124 0.13
C -2.1332 0.6531 0.6584 -0.10
H 0.4545 2.3663 1.8791 0.11
H -3.2696 1.7510 -0.7985 0.13
H 2.2914 0.1808 -0.6396 0.12
C 1.6034 1.8707 0.1547 -0.28
```

Results
E_LUMO: -9.70 eV
charge: +2
highest occupied orbital energy: -16.97 eV
largest force on an atom: 1.9 eV/A
frontier orbital gap: 7.279 eV